Record 1
The following is a quantum chemistry calculation of an isolated ion of composition C3H12N3S and charge +1, from OMol25.

Geometry (Å):
H1 0.3758 0.9834 -1.7788
N1 0.7934 -1.7173 -0.3234
S1 -2.4213 -0.4080 0.3373
C1 0.3044 -0.7020 0.5233
H2 -0.2571 2.4077 0.1946
N2 -0.4819 1.5818 0.7206
C2 -0.5739 0.5971 -1.4952
H3 -1.2675 1.2445 -1.8954
H4 1.1958 -2.4892 0.1920
H5 1.3360 1.0750 1.2277
N3 1.5194 0.0609 1.0315
H6 -0.8506 1.7719 1.5661
C3 -0.7703 0.4220 0.0142
H7 -0.7246 -0.3959 -1.8356
H8 2.2850 0.1481 0.3009
H9 -2.6339 -0.9123 -0.8985
H10 0.2754 -2.0302 -1.1503
H11 -0.0738 -1.1421 1.4358
H12 1.9697 -0.4953 1.8332

Atoms 1-6, force components in eV/Å:
H 1.120 0.052 -0.010
N 0.125 -0.192 -0.983
S 0.171 0.547 -0.031
C -0.558 0.649 0.367
H -0.453 0.118 -0.223
N 1.534 0.913 -2.345

Output
**HOMO energy**: -13.08 eV
**Multiplicity**: 1
**Energy above the lowest of the compared OMol25 structures with the same formula, charge and spin**: 2.189 eV
**Calculated total energy**: -683.686255 Ha
**HOMO-LUMO gap**: 9.76 eV
**Largest force on an atom**: 3.745 eV/Å
**Charge**: +1
**LUMO level**: -3.318 eV
**SMILES string**: C[C@@](N)(S)[C@@H](N)[NH3+]

Here is what Löwdin gives for the atomic charges, in e: atom 1 (H): 0.09, atom 2 (N): 0.07, atom 3 (S): 0.82, atom 4 (C): -0.39, atom 5 (H): 0.12, atom 6 (N): 0.05, atom 7 (C): -0.06, atom 8 (H): 0.07, atom 9 (H): 0.10, atom 10 (H): 0.14, atom 11 (N): 0.17, atom 12 (H): 0.06, atom 13 (C): -0.79, atom 14 (H): 0.05, atom 15 (H): 0.18, atom 16 (H): -0.11, atom 17 (H): 0.11, atom 18 (H): 0.12, atom 19 (H): 0.20



Record 2
The following is a quantum chemistry calculation of an isolated ion of composition C4H7BrNO2 and charge -1, from OMol25.

Geometry (Å):
H1 -0.4649 -1.3039 2.2025
H2 0.0531 -0.8696 -2.4401
H3 -1.2751 0.2666 2.3519
N1 -0.3565 0.0378 0.3468
O1 -2.2032 1.4183 0.7846
C1 0.5557 -0.6687 -0.4012
C2 0.6655 -0.2794 -1.8584
O2 -1.2758 1.6240 -1.1833
H4 1.7681 -0.2948 -2.0484
C3 -1.3923 1.1752 -0.0678
H5 0.3116 0.7895 -1.9469
H6 0.5566 0.3090 2.2118
C4 -0.3717 -0.2086 2.0245
Br1 2.6837 -0.1975 0.2180
H7 0.7452 -1.7978 -0.1941

Atoms 1-6, force components in eV/Å:
H 0.703 0.790 -0.054
H -1.108 -1.488 -1.513
H -0.108 0.471 0.105
N -0.023 -1.493 2.772
O -1.089 -0.037 2.118
C -1.389 -0.148 0.830

Output
**HOMO energy**: -4.82 eV
**Multiplicity**: 1
**Energy above the lowest of the compared OMol25 structures with the same formula, charge and spin**: 2.190 eV
**Calculated total energy**: -2935.905856 Ha
**HOMO-LUMO gap**: 8.47 eV
**Largest force on an atom**: 4.575 eV/Å
**Charge**: -1
**LUMO level**: 3.651 eV
**SMILES string**: C[C@@H](Br)N(C)C(=O)[O-]

Here is what Löwdin gives for the atomic charges, in e: atom 1 (H): 0.07, atom 2 (H): 0.04, atom 3 (H): 0.03, atom 4 (N): -0.06, atom 5 (O): -0.01, atom 6 (C): -0.56, atom 7 (C): -0.17, atom 8 (O): -0.02, atom 9 (H): 0.01, atom 10 (C): -0.74, atom 11 (H): 0.08, atom 12 (H): 0.03, atom 13 (C): 0.02, atom 14 (Br): 0.18, atom 15 (H): 0.10



Record 3
The following is a quantum chemistry calculation of one molecule with the formula C3H2, from OMol25.

Geometry (Å):
C1 -0.5671 0.0323 -0.0237
C2 2.0947 -0.0038 0.0467
H1 -1.2760 0.8902 0.0860
C3 0.7842 0.0872 -0.0127
H2 -1.0358 -1.0058 -0.0963

Atomic forces in eV per Å
C 0.652 -1.078 0.177
C -2.284 0.233 -0.128
H 0.948 -0.678 -0.177
C 0.159 -0.016 0.100
H 0.526 1.539 0.028

Output
**HOMO energy**: -10.10 eV
**Multiplicity**: 1
**Energy above the lowest of the compared OMol25 structures with the same formula, charge and spin**: 0.002 eV
**Calculated total energy**: -115.319876 Ha
**HOMO-LUMO gap**: 8.25 eV
**Largest force on an atom**: 2.300 eV/Å
**Charge**: 0
**LUMO level**: -1.848 eV

Here is what Löwdin gives for the atomic charges, in e: atom 1 (C): 0.03, atom 2 (C): 0.09, atom 3 (H): 0.08, atom 4 (C): -0.28, atom 5 (H): 0.09



Record 4
The following is a quantum chemistry calculation of C43H47N5O7S2W as an isolated structure, from OMol25.

Geometry (Å):
C1 0.8108 -2.9535 1.1485
C2 -4.3560 1.4824 -1.5054
C3 -5.0894 1.9164 -0.3988
H1 3.1823 -2.7845 -4.8593
O1 -7.1632 1.3197 0.2908
C4 -1.0520 -4.2346 4.9526
H2 1.2701 0.3737 -4.2343
H3 -4.7658 1.5191 -2.5045
H4 -1.9749 2.3101 -5.1624
C5 -0.0210 2.5200 -3.2302
C6 -3.1825 1.3574 0.9493
C7 -0.9874 1.9547 -5.4414
H5 -1.5118 -4.1411 5.9336
H6 -0.8027 4.1890 0.3224
H7 2.6303 2.7958 4.6505
N1 0.0417 1.3243 -1.2309
O2 -3.4903 -1.5396 -0.6096
H8 2.3939 1.0585 4.8263
O3 -1.2898 -2.4069 -0.3003
C8 -4.4670 1.8407 0.8470
H9 4.8185 -1.2345 -3.8003
C9 2.0817 2.0316 5.1950
O4 -1.4686 -0.6039 -1.8999
H10 -0.1157 4.7638 3.9367
C10 0.0506 -3.1831 4.7844
H11 1.0798 2.4393 -5.0401
H12 1.3496 6.2050 2.5325
C11 0.0890 2.7510 -4.6983
H13 0.7805 5.5602 -1.2809
C12 -0.0012 4.5536 2.8730
H14 -0.6531 -5.2420 4.8745
H15 0.9058 -5.6483 1.3700
H16 4.5407 -0.8098 -5.4874
H17 -5.0106 2.1243 1.7342
H18 2.8848 -6.2344 -3.0433
C13 -0.2751 2.4390 1.4021
C14 0.1065 0.8451 2.8471
H19 -0.8306 5.0314 2.3501
S1 -2.7219 -2.4279 0.2321
C15 -0.5557 3.1440 0.2390
C16 0.3156 -1.5849 2.7656
H20 2.1551 4.6854 2.9221
C17 1.0050 0.2522 -3.1961
C18 0.6606 -3.7609 2.3313
H21 2.9798 -5.1859 2.6911
H22 0.9569 -3.5180 5.2985
C19 -6.6706 2.1050 -0.5133
C20 -0.0544 3.0784 2.6620
H23 1.6932 -4.3997 -0.1168
H24 -0.0013 6.7288 -2.3572
H25 1.9613 -5.0879 -4.0092
H26 -2.6765 1.3272 1.9068
C21 2.1016 -5.6162 3.1661
H27 2.0401 -5.2423 4.1834
H28 0.2082 -0.4264 4.5328
C22 0.5734 2.2209 5.0047
H29 0.2933 3.2149 5.3583
H30 -1.8194 -4.0944 4.1949
W1 -0.7396 -0.4997 -0.0993
N2 -0.1423 1.0609 1.4983
C23 2.8642 -1.7931 -4.5355
C24 0.3009 5.6914 -2.2483
O5 -7.0860 2.8813 -1.3464
S2 -2.3902 -1.3763 1.8992
C25 0.3572 -2.8997 3.3505
C26 -0.4146 2.6108 -1.0228
O6 -3.1993 -3.7518 0.4567
C27 -2.3951 0.1657 -2.3995
H31 -0.0345 -5.6874 2.8495
C28 -0.5013 3.3474 -2.2542
C29 1.3930 -0.9197 -2.5675
H32 3.7887 0.1418 -4.2028
C30 2.2921 -5.3247 -3.0013
H33 -0.8652 2.0641 -6.5156
H34 -1.6479 5.0218 -1.6045
H35 3.5256 -4.4799 -1.4454
C31 2.2246 -1.9094 -3.1916
C32 0.1929 2.0814 3.5674
H36 -0.2771 -2.2582 5.2584
H37 0.0305 1.4883 5.6057
C33 -3.1147 0.9140 -1.3044
C34 0.2096 -0.3964 3.4558
H38 2.3425 2.1086 6.2470
C35 1.3274 5.1306 2.3784
C36 4.0790 -0.8615 -4.5045
H39 2.1369 -1.4229 -5.2606
C37 1.5637 -2.5575 -1.1451
C38 0.8431 -5.2414 2.3801
N3 -2.4974 0.8501 -0.1000
H40 3.9880 -4.0121 -3.0829
H41 -0.9398 0.9013 -5.1809
H42 1.4703 4.9237 1.3212
C39 1.3578 -3.3781 -0.0444
H43 -0.0245 3.8138 -4.9182
O7 -2.6758 0.2647 -3.5686
C40 3.1363 -4.1874 -2.4233
N4 1.0248 -1.3003 -1.2957
N5 0.5140 -1.6305 1.4007
H44 2.2226 -6.6949 3.2087
H45 -1.3918 4.9320 -3.3460
C41 -0.9182 4.7734 -2.3762
H46 1.4108 -5.5036 -2.3906
H47 1.0306 5.4618 -3.0203
C42 0.3310 1.2853 -2.5806
C43 2.3450 -2.9302 -2.2901

Atoms 1-6, force components in eV/Å:
C 0.260 0.100 0.096
C 0.639 0.031 0.164
C -0.685 -0.342 -0.165
H -0.100 -0.003 -0.089
O -0.745 -0.423 0.579
C 0.078 0.121 0.071

Output
**HOMO energy (spin up / spin down)**: -7.47 / -7.47 eV
**Multiplicity**: 1
**Calculated total energy**: -3330.761636 Ha
**HOMO-LUMO gap (spin up / spin down)**: 4.58 / 4.56 eV
**Largest force on an atom**: 4.517 eV/Å
**Charge**: 0
**LUMO level (spin up / spin down)**: -2.892 / -2.916 eV

These are the Löwdin partial charges, in e, on atoms 1 to 99: atom 1 (C): -0.23, atom 2 (C): 0.09, atom 3 (C): -0.04, atom 4 (H): 0.11, atom 5 (O): 0.01, atom 6 (C): -0.07, atom 7 (H): 0.12, atom 8 (H): 0.14, atom 9 (H): 0.08, atom 10 (C): -0.11, atom 11 (C): -0.16, atom 12 (C): -0.08, atom 13 (H): 0.08, atom 14 (H): 0.12, atom 15 (H): 0.07, atom 16 (N): 0.04, atom 17 (O): -0.33, atom 18 (H): 0.07, atom 19 (O): -0.52, atom 20 (C): 0.03, atom 21 (H): 0.08, atom 22 (C): -0.07, atom 23 (O): -0.20, atom 24 (H): 0.11, atom 25 (C): -0.17, atom 26 (H): 0.11, atom 27 (H): 0.08, atom 28 (C): -0.17, atom 29 (H): 0.06, atom 30 (C): -0.18, atom 31 (H): 0.06, atom 32 (H): 0.11, atom 33 (H): 0.07, atom 34 (H): 0.13, atom 35 (H): 0.07, atom 36 (C): -0.23, atom 37 (C): -0.22, atom 38 (H): 0.11, atom 39 (S): 0.18, atom 40 (C): 0.07, atom 41 (C): -0.32, atom 42 (H): 0.07, atom 43 (C): 0.09, atom 44 (C): -0.10, atom 45 (H): 0.08, atom 46 (H): 0.12, atom 47 (C): -0.73, atom 48 (C): -0.13, atom 49 (H): 0.12, atom 50 (H): 0.08, atom 51 (H): 0.08, atom 52 (H): 0.08, atom 53 (C): -0.07, atom 54 (H): 0.06, atom 55 (H): 0.11, atom 56 (C): -0.18, atom 57 (H): 0.11, atom 58 (H): 0.08, atom 59 (W): 1.94, atom 60 (N): 0.03, atom 61 (C): -0.18, atom 62 (C): -0.07, atom 63 (O): 0.01, atom 64 (S): 0.65, atom 65 (C): -0.13, atom 66 (C): -0.22, atom 67 (O): -0.29, atom 68 (C): -0.51, atom 69 (H): 0.11, atom 70 (C): -0.11, atom 71 (C): -0.19, atom 72 (H): 0.07, atom 73 (C): -0.08, atom 74 (H): 0.08, atom 75 (H): 0.11, atom 76 (H): 0.11, atom 77 (C): -0.11, atom 78 (C): -0.12, atom 79 (H): 0.10, atom 80 (H): 0.11, atom 81 (C): -0.18, atom 82 (C): 0.03, atom 83 (H): 0.07, atom 84 (C): -0.07, atom 85 (C): -0.08, atom 86 (H): 0.12, atom 87 (C): -0.20, atom 88 (C): -0.17, atom 89 (N): -0.08, atom 90 (H): 0.11, atom 91 (H): 0.06, atom 92 (H): 0.06, atom 93 (C): 0.08, atom 94 (H): 0.11, atom 95 (O): 0.14, atom 96 (C): -0.19, atom 97 (N): 0.05, atom 98 (N): -0.03, atom 99 (H): 0.08



Record 5
The following is a quantum chemistry calculation of C32H61GaN7O3S as an isolated structure, from OMol25.

Geometry (Å):
H1 4.8820 0.1589 -1.1573
H2 -0.3735 -2.2738 2.5861
H3 1.7422 5.8388 1.5484
H4 1.0839 -6.3347 -0.5114
C1 1.3291 -1.0617 3.1300
C2 -7.7676 3.5745 5.1501
H5 5.7365 1.1163 0.0527
C3 -3.6596 -5.3812 -5.4467
H6 -3.2853 -3.7869 -6.8533
C4 -0.9707 -4.8275 0.4612
C5 -3.0328 6.0187 0.4377
H7 -4.0957 5.8625 0.3142
H8 -5.3739 4.0389 2.7126
C6 -7.5657 2.7833 3.9370
H9 2.4207 4.4717 -0.9954
H10 -8.2410 1.9261 3.9759
H11 -2.8608 6.7674 1.2039
H12 2.3986 -4.6083 -1.7383
N1 -3.7831 -3.8503 -3.3387
N2 -1.2935 1.1866 -4.0672
C7 0.4888 -0.4551 -3.1033
H13 1.5335 -0.1113 3.6279
H14 -1.0057 -2.6523 -2.1839
N3 5.1005 -2.9300 6.8772
H15 -5.0922 4.0925 4.4605
C8 3.5760 2.3063 -2.2829
H16 -3.8293 -5.2872 -7.5794
O1 3.2024 4.0450 0.7927
H17 1.8381 -1.8395 3.7037
H18 -0.5307 -1.4462 4.1287
H19 -2.6547 -5.8028 -5.5111
H20 -0.8148 0.7369 2.9001
C9 5.0534 -1.2067 3.4747
H21 4.5355 -2.1121 3.7965
C10 5.7973 0.7187 -0.9616
N4 2.5648 1.8158 -2.5108
H22 6.6329 0.0183 -1.0026
C11 -3.9849 -4.6154 -6.7330
H23 1.2286 -2.4500 -3.3032
H24 -1.4381 2.1998 -1.1768
H25 -2.5486 6.3229 -0.4833
C12 -0.8638 -5.4624 -0.8493
C13 -6.1187 2.3032 3.7737
H26 1.4646 -0.0363 -3.3399
C14 -3.7283 -4.5236 -4.2657
C15 6.1695 -0.8397 5.7385
H27 0.3806 5.7706 0.4412
H28 6.9368 2.3508 -1.7770
H29 0.4180 -0.4707 -2.0137
H30 -0.6541 -0.1225 1.3679
H31 4.3140 0.0390 5.0669
C16 1.9062 -1.0408 1.7848
C17 5.2762 -0.2516 4.6413
H32 1.4438 2.4121 -0.5220
H33 1.4323 -3.8443 -0.4803
C18 5.9908 1.8421 -1.9754
C19 4.8672 2.8806 -1.9230
H34 -4.1216 3.0480 3.4249
H35 6.0622 1.4225 -2.9813
H36 -1.7924 -2.0760 -3.6512
C20 -0.9130 -2.5908 -3.2705
Ga1 -0.8199 3.5852 -0.6972
O2 -3.4562 3.5160 1.0000
C21 5.5703 -2.0089 6.3797
H37 -5.8350 1.6974 4.6376
H38 6.0018 -1.5002 3.0207
H39 -6.0768 1.6494 2.9008
H40 4.7887 3.3075 -0.9197
C22 -0.9631 -0.2271 2.4093
H41 0.9125 -3.7570 -2.1644
C23 -5.1218 3.4386 3.5845
C24 1.3779 -4.4010 -1.4168
H42 -7.8588 3.3792 3.0711
H43 2.8945 3.8980 1.7008
C25 -0.5230 0.4548 -3.6348
H44 -1.4066 -6.4088 -0.8223
H45 -1.3612 -4.8326 -1.5899
H46 5.7462 0.6619 4.2735
N5 -1.0343 -4.2921 1.4735
H47 0.9542 2.8605 1.0968
H48 -6.1350 -4.9006 -6.6582
H49 4.4460 -0.7315 2.7062
C26 0.3744 -1.8736 -3.6672
C27 -0.1785 -1.3341 3.1009
H50 0.4573 -1.8421 -4.7564
H51 6.3605 -0.0869 6.5050
H52 -5.5882 -3.3722 -5.9577
H53 7.1384 -1.1211 5.3224
O3 -1.6832 4.6063 2.2697
C28 -5.4144 -4.0870 -6.7626
H54 -0.8395 4.6579 -1.8950
N6 -7.9314 4.1894 6.1055
H55 5.0842 3.7055 -2.6042
C29 0.5946 -5.6997 -1.2525
C30 1.4595 5.6985 0.5085
H56 -0.9222 -3.6070 -3.6703
N7 2.3537 -1.0471 0.7273
H57 1.8786 6.5293 -0.0548
C31 1.0221 3.2175 0.0675
H58 -5.6136 -3.5790 -7.7057
S1 -2.3028 4.4329 0.9424
C32 2.0118 4.3636 0.0037
H59 -4.3477 -6.2190 -5.3211
H60 -2.0294 -0.4480 2.4180
H61 0.6025 -6.2502 -2.1957

Atoms 1-6, force components in eV/Å:
H -0.038 0.030 0.044
H 0.103 -0.073 0.120
H -0.076 -0.001 0.198
H -0.056 -0.043 0.024
C -0.127 -0.148 0.162
C -0.048 0.039 -0.078

Output
**HOMO energy**: -5.14 eV
**Multiplicity**: 1
**Energy above the lowest of the compared OMol25 structures with the same formula, charge and spin**: 0.434 eV
**Calculated total energy**: -4187.853519 Ha
**HOMO-LUMO gap**: 6.93 eV
**Largest force on an atom**: 1.332 eV/Å
**Charge**: -1
**LUMO level**: 1.792 eV

These are the Löwdin partial charges, in e, on atoms 1 to 99: atom 1 (H): 0.07, atom 2 (H): 0.06, atom 3 (H): 0.08, atom 4 (H): 0.11, atom 5 (C): -0.19, atom 6 (C): -0.25, atom 7 (H): 0.07, atom 8 (C): -0.19, atom 9 (H): 0.11, atom 10 (C): -0.21, atom 11 (C): -0.21, atom 12 (H): 0.04, atom 13 (H): 0.07, atom 14 (C): -0.20, atom 15 (H): 0.11, atom 16 (H): 0.11, atom 17 (H): 0.04, atom 18 (H): 0.08, atom 19 (N): 0.18, atom 20 (N): 0.15, atom 21 (C): -0.20, atom 22 (H): 0.12, atom 23 (H): 0.07, atom 24 (N): 0.14, atom 25 (H): 0.07, atom 26 (C): -0.19, atom 27 (H): 0.11, atom 28 (O): -0.11, atom 29 (H): 0.11, atom 30 (H): 0.11, atom 31 (H): 0.11, atom 32 (H): 0.08, atom 33 (C): -0.11, atom 34 (H): 0.07, atom 35 (C): -0.11, atom 36 (N): 0.21, atom 37 (H): 0.07, atom 38 (C): -0.26, atom 39 (H): 0.08, atom 40 (H): -0.08, atom 41 (H): 0.03, atom 42 (C): -0.19, atom 43 (C): -0.26, atom 44 (H): 0.07, atom 45 (C): -0.23, atom 46 (C): -0.20, atom 47 (H): 0.03, atom 48 (H): 0.10, atom 49 (H): 0.12, atom 50 (H): 0.07, atom 51 (H): 0.11, atom 52 (C): -0.24, atom 53 (C): -0.26, atom 54 (H): 0.00, atom 55 (H): 0.07, atom 56 (C): -0.26, atom 57 (C): -0.18, atom 58 (H): 0.06, atom 59 (H): 0.11, atom 60 (H): 0.06, atom 61 (C): -0.14, atom 62 (Ga): 0.32, atom 63 (O): -0.50, atom 64 (C): -0.24, atom 65 (H): 0.11, atom 66 (H): 0.08, atom 67 (H): 0.11, atom 68 (H): 0.10, atom 69 (C): -0.09, atom 70 (H): 0.02, atom 71 (C): -0.11, atom 72 (C): -0.09, atom 73 (H): 0.12, atom 74 (H): 0.08, atom 75 (C): -0.25, atom 76 (H): 0.12, atom 77 (H): 0.09, atom 78 (H): 0.11, atom 79 (N): 0.17, atom 80 (H): 0.05, atom 81 (H): 0.07, atom 82 (H): 0.05, atom 83 (C): -0.26, atom 84 (C): -0.26, atom 85 (H): 0.11, atom 86 (H): 0.12, atom 87 (H): 0.08, atom 88 (H): 0.12, atom 89 (O): -0.48, atom 90 (C): -0.11, atom 91 (H): -0.08, atom 92 (N): 0.13, atom 93 (H): 0.12, atom 94 (C): -0.25, atom 95 (C): -0.06, atom 96 (H): 0.06, atom 97 (N): 0.16, atom 98 (H): 0.07, atom 99 (C): -0.27